[1]
C2H6N4O3 | ωB97M-V/def2-TZVPD

XYZ file:
```
15
Properties=species:S:1:pos:R:3:forces:R:3
O 2.96626 -1.11079 -0.35255 -1.371 -1.241 -0.330
O 2.30023 1.30189 -0.37683 -0.765 0.330 0.183
O -1.58663 -0.22304 -1.76762 -0.223 -0.771 -2.626
N 1.78524 -1.05666 0.27600 1.812 0.386 0.256
N -0.45214 -0.25956 0.21531 -0.960 -1.190 -1.159
N 3.40529 0.76110 -0.41025 0.843 1.813 -0.330
N -2.65851 0.25595 0.17028 -2.516 1.739 1.701
C -1.61282 -0.11613 -0.59972 0.761 1.156 2.117
C 0.69785 -0.65224 -0.32996 1.071 -0.215 -2.917
H 2.02629 -0.98229 1.29317 -1.439 -0.002 -0.935
H -3.53973 0.70211 -0.22225 2.023 -1.114 0.266
H -2.48758 0.57677 1.15480 -0.235 -0.722 -1.604
H 3.78268 0.92685 -1.40217 -0.306 -1.104 0.547
H 0.58298 -0.71116 -1.49242 0.889 -0.130 2.340
H -0.50600 0.24738 1.02587 0.416 1.064 2.490
```
Positions in Å, forces in eV/Å.

Results
net charge: 0
E_HOMO: -0.27262 Ha
orbital gap: 7.65 eV

---

[2]
C2H6N4OS | ωB97M-V/def2-TZVPD

XYZ file:
```
14
Properties=species:S:1:pos:R:3:forces:R:3
S 2.29126 0.22584 -2.29471 -1.400 -1.107 1.082
O -2.09096 0.12661 1.21752 -2.039 3.123 -0.009
N 0.16534 -0.01368 -0.62023 0.385 -0.828 1.799
N -1.30253 1.34437 1.52603 0.877 -0.100 2.355
N 0.76447 0.99897 0.22213 0.242 -1.917 -2.700
N 0.90287 -2.02892 -1.64927 -1.613 2.071 2.566
C 1.09336 -0.61645 -1.42200 1.173 -1.356 -1.746
C 0.07795 1.49696 1.11281 -3.146 -0.871 0.130
H 0.73153 -2.76928 -0.92941 0.068 1.632 -0.576
H -3.06193 0.59261 1.10833 3.656 -1.858 0.228
H -1.15956 1.39483 2.59937 -1.042 -0.356 -2.065
H -0.46516 -0.72200 -0.16538 0.615 1.326 -0.304
H 0.53618 2.28842 1.61756 0.452 1.154 1.194
H 1.51716 -2.31829 -2.32275 1.770 -0.913 -1.954
```
Positions in Å, forces in eV/Å.

Results
net charge: 0
E_HOMO: -0.29448 Ha
orbital gap: 8.33 eV

---

[3]
C2H6N4OS | ωB97M-V/def2-TZVPD

XYZ file:
```
14
Properties=species:S:1:pos:R:3:forces:R:3
S -2.10112 -0.43791 -0.56297 2.951 3.617 -0.199
O -0.08302 1.83686 0.76481 2.387 6.812 1.102
N 0.78248 1.91569 -0.38391 -0.465 -1.902 1.222
N 2.13915 -1.54802 -0.09144 -2.619 -0.953 -0.975
N 1.06159 -0.58718 -0.09706 0.373 1.163 -0.778
N -1.20796 -0.74957 0.88405 2.657 -1.509 -0.707
C 0.09036 -0.96170 0.85073 -0.827 1.239 2.900
C 1.28606 0.76009 -0.61874 -0.330 -1.811 -2.396
H -1.20190 1.00238 -0.98157 -2.285 -3.210 0.482
H 3.00136 -1.12990 -0.07169 2.401 1.580 0.346
H 2.14066 -2.15751 -0.93144 -0.566 0.730 0.647
H 0.20223 3.11405 1.10573 -1.780 -5.741 -1.054
H 1.76376 0.75840 -1.64441 0.095 -0.237 1.476
H 0.69059 -1.28252 1.83894 -1.989 0.222 -2.066
```
Positions in Å, forces in eV/Å.

Results
net charge: 0
E_HOMO: -0.30934 Ha
orbital gap: 8.25 eV

---

[4]
C2H6N4S | ωB97M-V/def2-TZVPD

XYZ file:
```
13
Properties=species:S:1:pos:R:3:forces:R:3
S -3.29144 0.78026 -0.75359 -2.894 -0.077 -3.811
N -1.69514 0.75697 1.31852 -1.824 0.266 -0.398
N -2.43173 0.71747 0.46009 3.774 0.441 4.333
N 0.53690 -1.73722 -0.72628 -0.459 -1.111 -0.476
N 0.58837 -0.64131 -0.05779 -0.652 -0.178 -0.778
C 0.25410 -0.54822 1.22415 1.391 0.227 -1.181
C 1.05544 0.62823 -0.71674 1.316 -1.130 2.757
H -0.31710 -1.29912 1.75625 0.609 -0.102 -0.269
H 0.41000 1.26111 -1.25696 -1.683 0.105 -0.336
H 0.88351 0.22375 1.61826 -0.802 0.300 1.252
H 0.78037 -1.60741 -1.70909 -0.265 0.528 0.265
H 1.37903 1.11870 0.20939 0.540 0.813 -1.004
H 1.84770 0.34678 -1.36622 0.949 -0.084 -0.356
```
Positions in Å, forces in eV/Å.

Results
net charge: 0
E_HOMO (alpha / beta): -0.27023 / -0.27011 Ha
orbital gap (alpha / beta): 7.76 / 7.76 eV

---

[5]
C2H6N4S | ωB97M-V/def2-TZVPD

XYZ file:
```
13
Properties=species:S:1:pos:R:3:forces:R:3
S 2.64529 -1.70670 0.83709 0.188 0.053 -0.109
N -2.16869 0.09011 -1.32643 -0.465 0.426 0.526
N -0.88614 -0.17834 -0.96073 1.141 -1.546 -0.820
N -0.47432 0.52118 0.04437 -1.457 1.304 0.593
N 1.81146 -2.98375 0.45251 -0.954 0.613 -0.255
C 0.66585 0.53139 0.76765 1.004 -0.112 0.233
C 1.83170 -0.21756 0.90680 -0.243 -0.184 0.029
H 0.71519 1.45316 1.33778 -0.091 -0.034 -0.138
H 2.57925 0.38582 1.41660 0.001 -0.041 0.075
H -2.33366 -0.21707 -2.27471 0.124 0.118 0.105
H 2.44798 -3.75916 0.31683 0.326 0.023 0.071
H -2.47792 1.05216 -1.15428 0.061 -0.191 -0.254
H -1.09997 1.29595 0.31978 0.366 -0.428 -0.055
```
Positions in Å, forces in eV/Å.

Results
net charge: 0
E_HOMO (alpha / beta): -0.25367 / -0.25161 Ha
orbital gap (alpha / beta): 7.49 / 6.93 eV

---

[6]
C2H6N4S | ωB97M-V/def2-TZVPD

XYZ file:
```
13
Properties=species:S:1:pos:R:3:forces:R:3
S 2.47812 -3.30297 -0.46459 1.376 -0.954 -0.530
N -0.02313 -2.63169 -0.68947 -0.648 -0.258 0.395
N 1.17749 -1.41522 0.73488 3.214 2.927 -0.266
N 1.12830 -2.45552 -0.17438 -1.993 0.647 -0.457
N -0.90228 -1.65166 -0.26207 -1.027 -0.490 1.161
C 0.06089 0.61286 -0.04165 -3.933 -1.932 -0.794
C -0.11305 -0.74569 0.65896 -1.115 0.260 0.382
H 2.33518 -0.49203 0.22120 -3.627 -3.055 1.437
H 0.86928 0.42650 -0.64060 1.828 0.057 -2.062
H -1.95382 -1.96867 -0.02123 3.669 0.650 -0.631
H -0.51990 -0.68760 1.73535 0.280 -0.052 -1.742
H -0.85653 0.91197 -0.64439 1.169 -0.451 0.765
H 0.27686 1.32962 0.62935 0.807 2.653 2.342
```
Positions in Å, forces in eV/Å.

Results
net charge: 0
E_HOMO (alpha / beta): -0.28916 / -0.28917 Ha
orbital gap (alpha / beta): 7.02 / 7.01 eV

---

[7]
C2H6N4S | ωB97M-V/def2-TZVPD

XYZ file:
```
13
Properties=species:S:1:pos:R:3:forces:R:3
S 0.40887 -0.07052 -0.93051 0.807 1.080 -0.537
N -1.42933 -1.36255 0.30215 2.561 2.663 -0.861
N 2.76351 0.55406 -0.02290 -1.898 1.228 -2.994
N -2.35929 0.53922 -0.78297 3.678 -0.941 1.260
N 1.32885 -0.49597 1.71378 1.737 1.360 -3.113
C -1.22100 -0.21488 -0.31707 -3.171 -3.436 0.403
C 1.58325 -0.05706 0.52212 0.876 1.162 0.228
H -2.37167 -1.36526 0.53805 -2.361 -0.470 0.883
H 0.47741 -0.95433 1.48416 -1.597 -0.998 0.959
H 2.66729 1.16239 -1.05007 0.229 -2.497 4.519
H 3.56559 0.78263 0.54883 -0.351 -0.162 0.085
H -3.27907 0.17611 -0.65516 -0.154 -0.058 -0.123
H -2.13441 1.30617 -1.35040 -0.357 1.071 -0.709
```
Positions in Å, forces in eV/Å.

Results
net charge: 0
E_HOMO: -0.34132 Ha
orbital gap: 9.80 eV

---

[8]
C2H6N4S | ωB97M-V/def2-TZVPD

XYZ file:
```
13
Properties=species:S:1:pos:R:3:forces:R:3
S -1.00295 0.00301 2.43029 0.385 0.006 -0.442
N -0.64950 -1.09675 1.18152 0.007 1.134 0.249
N 0.68993 -1.74265 -0.65349 -0.685 1.329 0.396
N -0.12838 0.48110 -0.45190 -0.529 0.357 1.546
N 0.33998 2.27576 -1.93795 0.201 -1.548 0.097
C 0.00406 -0.82846 -0.04629 0.999 -1.649 0.354
C 0.36707 1.03270 -1.60022 0.040 1.680 -1.060
H -0.09882 2.86486 -1.24284 -0.123 0.143 0.394
H -0.40542 1.11018 0.32745 0.025 -0.510 -1.039
H 0.75728 0.32430 -2.31420 0.192 -0.292 0.041
H 0.82456 -2.55242 -0.04284 -0.380 0.185 -0.335
H -0.93315 -2.02995 1.36832 0.186 -0.636 -0.068
H 0.23534 0.15831 2.98213 -0.317 -0.199 -0.134
```
Positions in Å, forces in eV/Å.

Results
net charge: 0
E_HOMO: -0.34371 Ha
orbital gap: 9.83 eV

---

[9]
C2H6N5 | ωB97M-V/def2-TZVPD

XYZ file:
```
13
Properties=species:S:1:pos:R:3:forces:R:3
N 2.39431 0.96687 0.14909 1.741 5.780 0.838
N 1.11606 1.43282 0.18795 -6.402 -0.918 -0.086
N 2.66630 -0.14092 -0.16965 0.014 -4.557 -0.329
N 1.67926 -1.05229 -0.25429 -1.613 0.499 -0.098
N -1.15725 0.88681 -0.27481 0.095 -0.945 0.596
C 0.05400 0.54364 0.05902 2.119 1.333 0.070
C 0.37164 -0.85499 0.36036 -0.698 -0.932 0.195
H -0.47772 -1.53765 -0.14209 2.187 1.153 1.442
H 0.73394 2.44819 0.24780 2.607 -1.913 -0.181
H -1.85646 0.10149 -0.29222 0.494 1.849 0.040
H -1.31382 1.87862 -0.21247 -1.262 0.099 -0.540
H 1.87146 -1.98084 -0.51097 1.085 -0.883 -0.400
H 0.42547 -0.89014 1.51473 -0.366 -0.564 -1.547
```
Positions in Å, forces in eV/Å.

Results
net charge: +1
E_HOMO: -0.51190 Ha
orbital gap: 9.47 eV

---

[10]
C2H6N6 | ωB97M-V/def2-TZVPD

XYZ file:
```
14
Properties=species:S:1:pos:R:3:forces:R:3
N 1.67746 -0.56326 -0.16338 0.063 1.605 0.817
N -0.56941 -1.14402 0.34572 0.031 0.060 1.751
N -1.73977 -0.80144 -0.31845 -0.304 -0.102 0.391
N 0.04202 1.15008 0.01718 0.069 -1.273 -0.541
N 2.70096 0.44601 -0.06051 -0.583 1.068 -0.742
N -1.36061 1.46937 0.14663 1.873 -1.307 0.368
C 0.39232 -0.11419 0.03585 -1.315 1.280 1.075
C -2.14651 0.48376 -0.10657 -0.928 1.888 -0.339
H -0.84877 -1.13665 1.38385 1.116 0.022 -1.736
H 2.39744 1.28971 0.51777 -0.082 -1.718 -0.583
H 1.93968 -1.36189 0.38042 -0.182 -0.483 0.155
H -3.18487 0.85532 -0.09586 0.161 -1.112 -0.347
H -1.95203 -1.40656 -1.07498 -0.551 -0.046 -0.598
H 2.65210 0.83376 -1.00766 0.632 0.117 0.328
```
Positions in Å, forces in eV/Å.

Results
net charge: 0
E_HOMO: -0.32394 Ha
orbital gap: 9.68 eV

---

Here are the calculated electronic energy numbers, same order: -14268.80766; -21010.58049; -21006.69479; -18962.20880; -18961.68356; -18960.49255; -18965.13919; -18966.17316; -9611.78138; -11108.45920 (eV).
Here are the calculated energy relative to the best compared isomer or geometry (same formula, charge and spin) numbers, same order: 123.1; 109.0; 198.6; 111.5; 123.6; 151.1; 44.0; 20.1; 74.6; 42.4 (kcal/mol).